Computed, not measured: C28H36EuP2Si as an isolated structure at a distorted geometry, with the ωB97M-V functional and the def2-TZVPD basis.

Geometry (Å):
C 1.279 -1.545 2.377
C 0.782 -2.231 1.220
C 1.418 -1.695 0.071
H 0.078 -3.082 1.206
C 2.292 -0.707 0.484
C 2.280 -0.609 1.890
H 2.970 -0.095 2.565
H 1.037 -1.819 3.417
H 1.217 -2.004 -0.924
H 2.987 -0.171 -0.119
Eu -0.214 1.136 2.465
C -4.467 0.584 0.291
H -4.300 0.741 -0.803
H -4.532 1.388 1.020
H -4.664 -0.483 0.540
Si -2.217 -1.674 -1.160
C -2.126 -0.836 0.805
C -2.064 -1.755 1.822
H -2.028 -2.807 1.569
C -1.946 -1.454 3.204
H -1.651 -2.235 3.908
C -2.209 -0.154 3.670
H -1.907 0.156 4.742
C -2.742 0.808 2.765
H -2.921 1.947 3.091
C -2.465 0.546 1.323
H -2.507 1.421 0.618
C -2.989 -3.373 -1.496
C -3.505 -4.251 -0.469
H -4.176 -3.812 0.337
C -3.083 -5.575 -0.470
H -3.419 -6.170 0.342
C -2.197 -6.113 -1.402
H -1.793 -7.055 -1.259
C -1.823 -5.281 -2.439
H -1.055 -5.599 -3.087
C -2.329 -3.963 -2.587
H -2.026 -3.350 -3.449
H -3.035 -0.780 -2.028
H -0.832 -2.114 -1.830
C 3.019 3.158 2.596
P 1.901 3.006 1.178
C 1.201 4.648 0.840
C 2.944 2.636 -0.249
C 4.314 2.878 -0.230
C 5.042 2.647 -1.409
C 4.448 2.204 -2.564
C 3.052 1.907 -2.581
C 2.332 2.052 -1.431
P 0.532 1.529 -1.208
C 0.489 0.354 -2.616
C -0.225 2.918 -2.141
H 2.417 3.347 3.497
H 3.704 3.995 2.416
H 3.582 2.225 2.750
H 1.797 5.145 0.065
H 0.156 4.557 0.511
H 1.233 5.212 1.781
H 4.787 3.231 0.673
H 6.185 2.866 -1.370
H 5.032 2.076 -3.479
H 2.630 1.578 -3.500
H 1.276 -0.410 -2.506
H -0.489 -0.148 -2.676
H 0.644 0.907 -3.560
H 0.189 2.907 -3.159
H -0.001 3.877 -1.660
H -1.310 2.763 -2.186

Calculated total energy: -75394.9646 eV
Multiplicity: 8
<S²>: 16.148
LUMO energy (alpha / beta): -0.8 / -0.8 eV
Strongest force on any atom: 2.95 eV/A

=====

Computed, not measured: an isolated ion of composition C3H6BrN2O and charge +1 at a distorted geometry, with the ωB97M-V functional and the def2-TZVPD basis.

Geometry (Å):
C 0.772 -0.835 -0.626
C -0.888 -0.292 0.739
C 0.503 1.552 0.003
N 0.205 0.173 0.019
N 0.114 -1.921 -0.360
O -0.913 -1.629 0.508
Br -2.728 0.864 -0.007
H 1.671 -0.851 -1.269
H -1.168 -0.087 1.821
H -0.319 2.189 0.207
H 1.355 1.827 0.654
H 0.977 1.819 -0.983
H 0.419 -2.808 -0.705

Calculated total energy: -78265.2917 eV
Multiplicity: 3
<S²>: 2.011
Charge: +1
Energy relative to the best compared isomer or geometry (same formula, charge and spin): 1.0798 eV
LUMO energy (alpha / beta): -4.2 / -7.7 eV
Strongest force on any atom: 4.42 eV/A